C29H30N2O5 | wB97M-V/def2-TZVPD

Positions of all 66 atoms, in Å:
C  1.55535  -0.85800  -5.51345
C  1.15794  -0.18327  -4.24880
C  -0.01638  0.38675  -3.86855
C  0.20226  0.88001  -2.53842
C  -0.57506  1.55649  -1.61524
C  -0.01733  1.89416  -0.38220
C  1.31599  1.51155  -0.09723
C  2.12612  0.82644  -1.00645
C  1.53560  0.53908  -2.22685
O  2.10568  -0.09903  -3.26863
C  3.51716  0.39002  -0.68402
H  3.52450  -0.68307  -0.48604
H  3.88983  0.91351  0.19060
H  4.17056  0.57376  -1.53369
O  1.87739  1.79018  1.11034
C  1.15777  2.27823  2.15065
O  1.71831  2.39259  3.21868
C  -0.23500  2.64201  1.90893
C  -0.77616  2.54661  0.66627
C  -2.14717  3.05572  0.34781
H  -2.18064  3.45079  -0.66417
H  -2.88732  2.26207  0.44045
H  -2.43486  3.84942  1.03021
C  -0.98795  3.03183  3.14733
H  -1.82880  3.68257  2.91578
H  -0.30856  3.55081  3.82536
C  -1.51943  1.77252  3.87103
C  -2.31956  0.92188  2.90448
O  -3.50633  1.13456  2.72287
N  -1.67669  -0.04180  2.19417
C  -0.30468  -0.46882  2.29850
H  0.17617  -0.29114  1.32821
H  0.22957  0.11055  3.04531
C  -0.19949  -1.97636  2.63268
C  0.78602  -2.63341  1.68030
N  0.32004  -2.57401  0.30358
C  -0.98726  -2.42479  -0.01350
C  -1.37527  -2.41761  -1.32566
C  -0.41977  -2.58157  -2.34330
C  0.89090  -2.72004  -2.02407
C  1.33479  -2.70271  -0.66281
O  2.49740  -2.78997  -0.29611
H  1.65793  -2.84686  -2.77047
H  -0.74245  -2.59760  -3.37362
H  -2.41773  -2.29690  -1.57016
C  -2.03273  -2.21396  1.05722
C  -1.55180  -2.65183  2.43269
H  -2.26942  -2.33664  3.19120
H  -1.44572  -3.73594  2.48920
H  -2.92281  -2.77534  0.76040
C  -2.41574  -0.71999  1.14465
H  -2.22032  -0.22911  0.18190
H  -3.47597  -0.60848  1.38383
H  1.76345  -2.14098  1.70798
H  0.94486  -3.68389  1.95062
H  0.15192  -2.11627  3.65720
H  -2.20301  2.09320  4.65825
H  -0.69368  1.23369  4.32945
H  -1.59759  1.79928  -1.84976
C  -1.28033  0.49723  -4.64729
H  -1.52000  1.54364  -4.83351
H  -1.18843  -0.01386  -5.60136
H  -2.10646  0.05906  -4.08850
H  0.88417  -1.68576  -5.73685
H  2.56717  -1.23928  -5.40924
H  1.52590  -0.16008  -6.34921

Atoms 1-6, force components in eV/Å:
0.053 0.099 0.208
-0.942 0.263 -0.177
0.474 -0.243 -0.264
0.573 -0.099 0.174
0.243 -0.077 -0.045
0.437 -0.146 0.030

Calculated values
* SMILES: Cc1oc2c(C)c3oc(=O)c(CCC(=O)N4C[C@H]5C[C@@H](C4)c4cccc(=O)n4C5)c(C)c3cc2c1C
* relative energy (zero: lowest compared OMol25 entry of this formula, charge and spin): 0.0 kJ/mol
* LUMO energy: 0.2 eV
* DFT total energy: -1608.88573 hartree

Here are the Löwdin charges for atoms 1 to 6, given in e: C 0.006; C -0.263; C -0.188; C -0.105; C 0.049; C -0.098